(1)
Computed, not measured: a structure of composition C28H44F3HgN5O6PS2, with ωB97M-V/def2-TZVPD.

Atoms and positions in Å:
Hg 1.053 0.476 0.327
C 0.853 1.325 5.842
O 2.161 1.450 5.297
C 2.342 0.752 4.131
O 1.486 0.061 3.637
N 3.626 0.899 3.714
N 4.022 0.631 2.383
H 0.923 1.643 6.881
H 0.497 0.299 5.781
H 0.154 1.967 5.305
H 4.158 1.623 4.163
H 3.682 -0.297 2.154
H 3.512 1.307 1.795
S 1.795 2.605 0.876
F 2.895 -8.985 0.436
C 1.614 -8.554 0.466
F 1.049 -9.115 1.554
F 1.014 -9.108 -0.609
C 1.515 -7.060 0.466
C 1.956 -6.356 -0.647
C 1.885 -4.975 -0.670
C 1.370 -4.266 0.423
C 0.926 -4.991 1.531
C 0.999 -6.377 1.554
C 1.286 -2.836 0.402
C 1.220 -1.624 0.389
H 2.350 -6.892 -1.502
H 2.217 -4.422 -1.539
H 0.524 -4.449 2.377
H 0.652 -6.924 2.420
C 4.441 4.291 -2.978
C 2.927 4.139 -3.056
S 2.455 3.570 -4.673
O 2.890 4.554 -5.647
O 2.887 2.206 -4.802
C 0.671 3.668 -4.577
C -0.078 2.425 -5.063
N 0.121 1.313 -4.147
C -0.155 1.345 -2.801
N 0.271 0.267 -2.206
C 0.822 -0.543 -3.179
C 0.709 0.076 -4.402
N 1.028 -0.399 -5.651
O 1.563 -1.561 -5.714
O 0.692 0.283 -6.705
C -0.855 2.452 -2.085
H 4.718 4.723 -2.017
H 4.808 4.935 -3.778
H 4.923 3.318 -3.069
H 2.411 5.089 -2.904
H 2.556 3.394 -2.345
H 0.411 4.554 -5.155
H 0.456 3.854 -3.529
H 0.254 2.076 -6.038
H -1.138 2.685 -5.122
H 1.261 -1.501 -2.967
H -1.700 2.847 -2.658
H -0.194 3.281 -1.815
H -1.220 2.044 -1.145
C -4.896 -0.136 1.078
C -3.678 0.392 0.316
C -3.480 -0.433 -0.969
P -2.034 0.562 1.172
C -1.851 -0.795 2.426
C -1.939 -2.155 1.730
C -2.698 -0.774 3.698
C -2.213 2.097 2.217
C -3.574 2.385 2.856
C -1.786 3.305 1.380
H -5.758 -0.183 0.403
H -5.172 0.483 1.929
H -4.716 -1.149 1.439
H -3.879 1.426 0.007
H -3.525 -1.503 -0.750
H -2.514 -0.240 -1.440
H -4.268 -0.211 -1.695
H -0.807 -0.647 2.729
H -2.964 -2.377 1.420
H -1.622 -2.948 2.414
H -1.294 -2.198 0.853
H -3.767 -0.852 3.492
H -2.527 0.133 4.281
H -2.420 -1.624 4.331
H -1.469 1.946 3.007
H -4.326 2.587 2.089
H -3.499 3.284 3.479
H -3.940 1.575 3.486
H -2.424 3.402 0.493
H -0.744 3.226 1.060
H -1.892 4.227 1.964

Force components x, y, z for each atom (eV/Å):
Hg 0.6 0.0 0.2
C 0.0 0.1 0.0
O -0.1 -0.1 0.0
C 0.1 0.2 0.0
O 0.0 -0.1 0.0
N 0.0 -0.1 0.0
N 0.1 0.1 0.3
H 0.0 0.0 0.0
H 0.0 0.0 0.0
H 0.0 0.0 0.0
H 0.0 0.0 0.0
H 0.0 0.0 0.0
H -0.1 -0.1 -0.2
S -0.2 0.2 -0.2
F 0.1 -0.1 0.0
C 0.0 0.3 0.0
F 0.0 -0.1 0.0
F 0.0 -0.1 0.0
C 0.0 -0.2 0.0
C 0.0 0.1 -0.1
C 0.0 -0.1 -0.1
C 0.0 0.2 0.0
C 0.0 -0.1 0.1
C -0.1 0.2 0.1
C 0.2 -0.2 0.0
C -0.3 -0.1 -0.1
H 0.0 0.0 0.0
H 0.0 0.0 0.0
H 0.0 0.0 0.0
H 0.0 0.0 0.0
C -0.1 0.0 0.0
C 0.2 0.0 0.0
S 0.2 0.0 0.0
O 0.0 0.0 0.0
O 0.0 0.1 -0.1
C -0.1 -0.1 -0.2
C 0.3 0.0 0.3
N -0.4 0.0 -0.1
C 0.2 0.2 -0.1
N 0.0 -0.4 0.0
C -0.1 0.1 0.1
C 0.1 0.1 -0.1
N 0.0 0.0 -0.1
O 0.0 0.1 0.0
O 0.0 -0.2 0.1
C 0.0 0.0 -0.1
H 0.0 0.0 0.0
H 0.0 0.0 0.0
H 0.0 0.0 0.0
H 0.0 0.0 0.1
H 0.0 0.1 0.1
H -0.1 0.0 0.0
H -0.1 0.1 0.0
H 0.0 0.0 0.0
H -0.1 0.0 0.0
H -0.1 0.0 0.0
H 0.0 0.0 0.0
H 0.0 -0.1 0.1
H 0.0 0.0 0.0
C 0.0 0.0 -0.1
C 0.0 -0.2 -0.1
C 0.0 0.0 0.0
P 0.2 0.1 0.2
C 0.0 -0.1 0.0
C -0.1 0.0 0.0
C 0.0 0.0 0.0
C -0.2 0.0 0.0
C 0.0 0.0 0.1
C 0.0 0.0 0.0
H 0.0 0.0 0.0
H 0.0 0.0 0.0
H 0.0 0.0 0.0
H 0.0 0.0 0.0
H 0.0 0.0 0.0
H 0.0 0.0 0.0
H 0.0 0.0 0.0
H 0.0 0.0 0.0
H 0.0 0.0 0.0
H 0.0 0.0 0.0
H 0.0 0.0 0.0
H 0.0 0.0 0.0
H 0.0 0.0 0.0
H 0.0 0.0 0.0
H 0.1 0.0 0.0
H 0.0 0.0 0.0
H 0.0 0.0 0.0
H 0.0 0.0 0.0
H 0.0 0.0 0.0
H 0.0 0.0 0.0
H 0.0 0.0 0.0

Results
2S+1 = 2
HOMO energy (spin up / spin down) = 0.01 / -1.85 eV
Gap between HOMO and LUMO (spin up / spin down) = 0.145 / 0.214 hartree
Net charge = -2

Atomic partial charges in e from the Mulliken method, atoms 1 to 2: 1.7732, -0.5934

(2)
Computed, not measured: a structure of composition C28H44F5KN4O6STe, with ωB97M-V/def2-TZVPD.

Atoms and positions in Å:
K 2.312 -0.254 -0.358
C 1.276 -1.165 5.782
C 0.230 -0.254 5.153
C 0.892 1.005 4.583
C -0.598 -0.932 4.080
C -0.203 -2.102 3.444
C -0.973 -2.650 2.425
C -2.165 -2.065 2.022
C -3.010 -2.686 0.942
C -2.557 -0.889 2.656
C -1.785 -0.334 3.662
H 1.781 -0.641 6.597
H 2.040 -1.449 5.059
H 0.830 -2.077 6.183
H -0.467 0.052 5.945
H 1.573 0.739 3.771
H 1.459 1.529 5.357
H 0.152 1.688 4.164
H 0.733 -2.582 3.701
H -0.617 -3.538 1.914
H -3.589 -1.928 0.412
H -3.711 -3.412 1.362
H -2.396 -3.206 0.206
H -3.470 -0.394 2.341
H -2.103 0.594 4.128
N 3.679 2.228 0.974
C 4.332 2.485 -0.323
C 3.416 2.588 -1.564
O 3.953 3.149 -2.555
N 2.232 2.039 -1.440
C 1.437 1.916 -2.644
C 1.224 0.464 -3.161
O 0.271 0.319 -3.970
O 2.003 -0.439 -2.767
H 4.387 2.178 1.700
H 3.239 1.314 0.997
H 5.084 1.722 -0.568
H 4.866 3.435 -0.247
H 1.874 2.462 -3.490
H 0.428 2.323 -2.490
C -4.188 -3.900 -5.811
C -2.666 -3.857 -5.756
N -2.164 -2.817 -4.872
C -1.461 -1.681 -5.467
C -2.391 -0.706 -6.170
C -2.197 -3.073 -3.540
O -2.596 -4.150 -3.099
C -1.779 -1.977 -2.609
C -2.527 -0.820 -2.462
C -2.144 0.105 -1.508
C -1.014 -0.152 -0.745
N -0.281 -1.256 -0.889
C -0.659 -2.138 -1.804
H -4.527 -4.688 -6.489
H -4.590 -2.948 -6.160
H -4.586 -4.105 -4.818
H -2.256 -3.660 -6.748
H -2.287 -4.822 -5.416
H -0.740 -2.084 -6.187
H -0.862 -1.159 -4.714
H -2.920 -1.169 -7.010
H -1.808 0.134 -6.547
H -3.135 -0.312 -5.475
H -3.401 -0.653 -3.081
H -2.697 1.025 -1.365
H -0.672 0.552 0.008
H -0.038 -3.020 -1.912
C -1.790 3.424 1.863
C -0.788 3.959 0.852
S 0.876 3.207 0.998
O 0.584 1.786 1.362
C 1.351 4.006 2.559
C 1.916 5.392 2.295
H -2.813 3.541 1.499
H -1.717 3.939 2.822
H -1.603 2.361 2.029
H -0.654 5.042 0.905
H -1.087 3.716 -0.170
H 2.116 3.333 2.941
H 0.508 4.009 3.252
H 2.681 5.341 1.519
H 2.371 5.804 3.198
H 1.144 6.091 1.965
F 5.706 -2.006 3.252
Te 4.074 -1.821 2.343
F 4.737 -3.225 1.281
F 5.024 -0.666 1.191
F 3.510 -3.130 3.580
F 3.896 -0.378 3.546
O 2.486 -1.618 1.580

Force components x, y, z for each atom (eV/Å):
K -0.3 -0.2 -0.4
C 0.0 0.0 0.0
C 0.0 0.0 0.0
C 0.0 0.0 0.0
C 0.0 0.0 0.0
C 0.0 0.0 -0.1
C 0.0 0.0 0.0
C 0.0 0.0 0.0
C 0.0 0.0 0.0
C 0.0 0.0 0.0
C 0.0 0.0 0.0
H 0.0 0.0 0.0
H 0.0 0.0 0.0
H 0.0 0.0 0.0
H 0.0 0.0 0.0
H 0.0 0.0 0.0
H 0.0 0.0 0.0
H 0.0 0.0 0.0
H 0.0 0.0 0.0
H 0.0 0.0 0.0
H 0.0 0.0 0.0
H 0.0 0.0 0.0
H 0.0 0.0 0.0
H 0.0 0.0 0.0
H 0.0 0.0 0.0
N 0.0 0.1 0.1
C -0.1 0.1 0.0
C -0.1 0.1 0.0
O 0.0 0.0 0.0
N 0.1 0.1 -0.2
C 0.0 0.0 -0.1
C 0.1 0.1 -0.1
O -0.1 0.0 0.0
O -0.2 0.0 -0.5
H 0.1 0.0 -0.1
H 0.1 0.4 0.1
H 0.0 0.0 0.0
H 0.0 0.0 0.0
H 0.0 0.0 0.0
H 0.0 0.0 0.0
C 0.0 0.0 0.0
C 0.0 0.0 0.0
N 0.0 0.0 0.0
C 0.1 0.0 0.0
C 0.0 0.0 0.0
C 0.0 0.0 0.0
O 0.0 0.0 0.0
C 0.0 0.0 0.0
C -0.1 0.0 0.0
C 0.0 0.0 0.0
C -0.1 -0.1 0.0
N -0.1 0.0 0.0
C 0.0 0.0 0.0
H 0.0 0.0 0.0
H 0.0 0.0 0.0
H 0.0 0.0 0.0
H 0.0 0.0 0.0
H 0.0 0.0 0.0
H 0.0 0.0 0.0
H 0.0 0.1 0.0
H 0.0 0.0 0.0
H 0.0 0.0 0.0
H 0.0 0.0 0.0
H 0.0 0.0 0.0
H 0.0 0.0 0.0
H 0.0 0.0 0.0
H 0.0 0.0 0.0
C 0.0 0.0 0.0
C 0.0 0.0 0.0
S -0.1 0.0 0.0
O 0.0 -0.1 0.0
C 0.0 0.0 0.0
C 0.0 0.0 0.0
H 0.0 0.0 0.0
H 0.0 0.0 0.0
H 0.0 0.0 0.0
H 0.0 0.0 0.0
H 0.0 0.0 0.0
H 0.0 0.0 0.0
H 0.0 0.0 0.0
H 0.0 0.0 0.0
H 0.0 0.0 0.0
H 0.0 0.0 0.0
F 0.1 0.0 -0.1
Te 0.3 -0.3 0.0
F -0.1 0.0 0.0
F 0.0 0.0 0.1
F 0.0 0.2 0.2
F -0.1 -0.1 0.1
O 0.3 -0.6 0.8

Results
HOMO energy = -1.66 eV
Gap between HOMO and LUMO = 0.205 hartree
Energy above the lowest of the compared OMol25 structures with the same formula, charge and spin = 19.8 kcal/mol
Net charge = -2

Atomic partial charges in e from the Mulliken method, atoms 1 to 2: 0.8342, -1.6644

Number 1: strongest force on any atom 0.0123 Eh/bohr, energy -92769.71034 eV. Number 2: strongest force on any atom 0.0204 Eh/bohr, energy -96041.37538 eV.